No. 1
Molecular formula: C21H24N4O3S
Method: DFT, ωB97M-V/def2-TZVPD

```
53
Properties=species:S:1:pos:R:3
C 0.16819 2.63395 1.89000
O 1.53050 2.45412 2.18777
C 2.09140 1.27230 1.67337
C 1.68901 0.01103 2.44947
H 1.95046 0.14339 3.49962
H 0.61020 -0.14182 2.38545
C 2.40199 -1.23231 1.91219
N 2.07499 -1.45847 0.52958
C 0.86074 -1.85683 0.04993
N 0.82535 -1.77441 -1.25393
N 2.01758 -1.31420 -1.65927
C 2.77120 -1.12135 -0.60851
C 4.12527 -0.62604 -0.65344
C 4.59841 0.31794 -1.53435
O 5.90547 0.53498 -1.31014
C 6.28984 -0.27275 -0.30622
C 5.24435 -1.01113 0.14378
H 5.27722 -1.76286 0.90581
H 7.31837 -0.23383 -0.00851
C 3.90536 1.08001 -2.60113
H 2.92949 0.63643 -2.77298
H 3.79216 2.12570 -2.31421
H 4.48577 1.04421 -3.52052
S -0.43366 -2.39412 1.08147
C -1.60611 -2.97273 -0.19176
C -2.97524 -2.31723 -0.08679
O -3.94211 -2.98739 0.21721
N -3.04238 -0.99535 -0.37231
C -4.22434 -0.23974 -0.38893
C -5.49915 -0.61134 -0.00083
C -6.51290 0.32995 -0.11232
C -6.26408 1.60275 -0.59612
C -4.98213 1.96715 -0.98756
C -3.96888 1.04102 -0.87959
C -2.52188 1.16776 -1.25094
H -2.05906 2.04711 -0.80188
H -2.41217 1.24786 -2.33488
C -1.91154 -0.13779 -0.72008
H -1.32121 0.05596 0.18291
H -1.26399 -0.61880 -1.45581
H -4.78138 2.95692 -1.36995
H -7.06957 2.31747 -0.67174
H -7.51415 0.05874 0.18668
H -5.69578 -1.60186 0.37164
H -1.12197 -2.78791 -1.15022
H -1.74318 -4.04249 -0.03139
H 3.48148 -1.10437 1.99309
H 2.09304 -2.11041 2.48752
H 3.17434 1.41391 1.74241
H 1.82204 1.16344 0.61049
H -0.08718 3.63737 2.22450
H -0.01047 2.55401 0.80982
H -0.46974 1.91202 2.41160
```

Values from the calculation:
Relative energy (zero: lowest compared OMol25 entry of this formula, charge and spin) (kJ/mol): 205.9
Calculated total energy (hartree): -1657.54897
Gap between HOMO and LUMO (eV): 8.7
SMILES: COCCCn1c(SCC(=O)N2CCc3ccccc32)nnc1-c1ccoc1C
LUMO level (eV): 0.53

List of Löwdin charges in e, atom by atom: C -0.11; O -0.18; C -0.22; C -0.14; H 0.13; H 0.08; C -0.14; N 0.00; C -0.62; N 0.01; N 0.08; C -0.26; C -0.12; C -0.26; O 0.06; C -0.10; C -0.02; H 0.11; H 0.12; C 0.01; H 0.07; H 0.09; H 0.09; S 1.01; C -0.32; C -0.49; O 0.07; N 0.03; C -0.14; C 0.00; C -0.08; C -0.09; C -0.04; C -0.17; C -0.08; H 0.11; H 0.12; C -0.13; H 0.10; H 0.11; H 0.11; H 0.10; H 0.10; H 0.10; H 0.07; H 0.09; H 0.11; H 0.12; H 0.13; H 0.12; H 0.09; H 0.08; H 0.09

***

No. 2
Molecular formula: C21H24N4O4
Method: DFT, ωB97M-V/def2-TZVPD

```
53
Properties=species:S:1:pos:R:3
C 5.82759 1.50999 -1.70204
C 5.22472 0.33624 -0.99030
C 4.10310 -0.31054 -1.48111
C 3.54739 -1.39761 -0.82464
C 4.11435 -1.85528 0.35608
C 5.24433 -1.21123 0.85874
C 5.78707 -0.13436 0.19316
H 6.66213 0.35463 0.59630
H 5.67554 -1.57667 1.77708
O 3.67187 -2.92756 1.08496
C 2.49123 -3.56280 0.68800
C 1.27151 -2.63208 0.78186
O 1.29558 -1.57742 1.37097
N 0.18816 -3.13621 0.12078
N -1.03107 -2.57760 -0.10120
C -1.41903 -1.52282 0.50004
C -2.74360 -0.98379 0.23895
C -3.75158 -1.83315 -0.18567
C -5.06490 -1.38941 -0.25991
C -5.38426 -0.08697 0.12945
C -4.39044 0.77262 0.52246
C -3.03857 0.37611 0.53842
N -2.03766 1.24767 0.84929
C -0.80479 1.31150 0.08853
H -0.68020 0.40081 -0.49565
C -0.83109 2.51157 -0.86587
C -1.07198 3.81015 -0.10333
C -2.36583 3.69404 0.69657
H -2.52270 4.58424 1.30694
H -3.21061 3.59456 0.01205
C -2.28090 2.46138 1.59846
H -3.18055 2.34412 2.20279
H -1.43264 2.58686 2.28263
H -1.12945 4.64929 -0.79838
H -0.23758 3.99302 0.57753
H 0.11718 2.55518 -1.40276
H -1.63044 2.36467 -1.59633
H 0.04148 1.40119 0.77800
H -4.65638 1.78429 0.78244
H -6.41437 0.23227 0.08976
N -6.09254 -2.27224 -0.69895
O -5.77031 -3.38868 -1.06271
O -7.23972 -1.86158 -0.68813
H -3.51518 -2.85819 -0.42372
H -0.82830 -1.00444 1.24940
H 0.28377 -4.01002 -0.38069
H 2.58026 -3.98020 -0.32600
H 2.35431 -4.38563 1.39750
H 2.66933 -1.86363 -1.24631
H 3.64462 0.03379 -2.39752
H 5.26193 1.75522 -2.59732
H 5.84388 2.38285 -1.05055
H 6.85533 1.29188 -1.99011
```

Values from the calculation:
Relative energy (zero: lowest compared OMol25 entry of this formula, charge and spin) (kJ/mol): 575.9
Calculated total energy (hartree): -1334.49811
Gap between HOMO and LUMO (eV): 8.0
SMILES: Cc1ccc(OCC(=O)N/N=C/c2cc([N+](=O)[O-])ccc2N2CCCCC2)cc1
LUMO level (eV): -0.14

List of Löwdin charges in e, atom by atom: C -0.06; C -0.29; C -0.04; C -0.02; C -0.27; C 0.00; C -0.04; H 0.11; H 0.12; O -0.03; C -0.12; C -0.45; O 0.10; N 0.04; N 0.08; C -0.11; C -0.12; C 0.06; C -0.16; C 0.01; C 0.00; C -0.16; N -0.09; C -0.16; H 0.11; C -0.17; C -0.20; C -0.18; H 0.11; H 0.11; C -0.16; H 0.12; H 0.13; H 0.11; H 0.11; H 0.11; H 0.12; H 0.13; H 0.10; H 0.12; N -0.37; O 0.07; O 0.07; H 0.12; H 0.12; H 0.15; H 0.13; H 0.14; H 0.11; H 0.11; H 0.07; H 0.08; H 0.08

***

No. 3
Molecular formula: C21H24N4O4S
Method: DFT, ωB97M-V/def2-TZVPD

```
54
Properties=species:S:1:pos:R:3
C -0.76344 1.16747 6.45334
C 0.09972 0.27889 5.60870
C 0.22418 0.51206 4.24716
C 1.03100 -0.28041 3.43310
C 1.76982 -1.32138 4.01840
C 1.62367 -1.55675 5.37618
C 0.79822 -0.77981 6.16810
H 0.71096 -0.98777 7.22424
H 2.18722 -2.36050 5.82894
C 2.75183 -2.13942 3.23212
H 2.26524 -2.96371 2.71185
H 3.25504 -1.51702 2.49633
H 3.49793 -2.56280 3.90081
N 1.16470 -0.02829 2.05872
C 0.81688 -1.10037 1.13267
C -0.09764 -0.59830 0.01886
N 0.57583 0.46241 -0.70472
C 0.56645 0.45305 -2.04613
O -0.03755 -0.40163 -2.68205
C 1.35765 1.53413 -2.76691
C 0.77966 1.68311 -4.15787
H 1.16925 2.54324 -4.69353
H 0.87436 0.78396 -4.75923
S -1.01560 1.97798 -3.95918
O -1.44684 2.86971 -5.00318
O -1.27168 2.40060 -2.60375
C -1.88734 0.42833 -4.22702
C -2.99240 0.13415 -3.49126
C -3.75239 -1.04463 -3.70710
C -3.42256 -1.95182 -4.66880
C -2.28132 -1.67632 -5.44821
N -1.69682 -2.34233 -6.42556
O -0.64442 -1.62246 -6.79005
N -0.50392 -0.49721 -6.09091
C -1.50529 -0.47351 -5.23300
H -3.98871 -2.85171 -4.84341
H -4.61564 -1.21463 -3.08162
H -3.27931 0.82347 -2.71244
H 1.26730 2.48322 -2.24188
H 2.41172 1.24685 -2.80308
C 1.26618 1.43564 0.11767
H 2.35138 1.29043 0.04489
C 0.82813 1.29133 1.57243
H -0.24718 1.52160 1.63184
H 1.36559 2.02353 2.18109
H 1.02159 2.44789 -0.21560
H -0.31007 -1.39810 -0.69316
H -1.04911 -0.23841 0.42379
H 0.31644 -1.91040 1.66951
H 1.72691 -1.50310 0.66876
H -0.33558 1.32891 3.81824
H -1.12353 0.63614 7.33105
H -0.18939 2.03037 6.79309
H -1.61714 1.53431 5.88775
```

Values from the calculation:
Relative energy (zero: lowest compared OMol25 entry of this formula, charge and spin) (kJ/mol): 444.8
Calculated total energy (hartree): -1732.70890
Gap between HOMO and LUMO (eV): 7.4
SMILES: Cc1ccc(C)c(N2CCN(C(=O)CCS(=O)(=O)c3cccc4nonc34)CC2)c1
LUMO level (eV): -0.69

List of Löwdin charges in e, atom by atom: C -0.05; C -0.28; C 0.02; C -0.19; C -0.21; C -0.05; C -0.05; H 0.11; H 0.11; C -0.05; H 0.08; H 0.08; H 0.08; N -0.10; C -0.13; C -0.11; N -0.03; C -0.47; O 0.04; C -0.13; C -0.18; H 0.11; H 0.08; S 0.73; O -0.30; O -0.30; C -0.23; C -0.03; C -0.04; C 0.00; C -0.21; N 0.14; O -0.04; N 0.14; C -0.21; H 0.12; H 0.11; H 0.12; H 0.10; H 0.14; C -0.12; H 0.14; C -0.16; H 0.12; H 0.14; H 0.13; H 0.13; H 0.13; H 0.13; H 0.12; H 0.11; H 0.08; H 0.08; H 0.08

***

No. 4
Molecular formula: C21H24N4Ru
Method: DFT, ωB97M-V/def2-TZVPD

```
50
Properties=species:S:1:pos:R:3
Ru -0.09370 -0.81532 -0.69838
N 1.84329 -1.71574 -3.04823
C 2.65552 -2.66685 -2.32786
C 2.61652 -2.48635 -0.81587
N 1.26601 -2.43737 -0.23200
H 1.88816 -1.82651 -4.05009
H 2.01079 -0.75361 -2.78428
H 3.72500 -2.64940 -2.59090
H 2.28628 -3.66844 -2.57735
H 3.10783 -1.55580 -0.52494
H 3.19073 -3.32116 -0.39457
H 1.34454 -2.43888 0.77868
H 0.74221 -3.26685 -0.49689
C -1.75408 1.82017 -1.03160
N -1.70901 0.37044 -1.15272
C -2.82237 -0.24013 -1.38792
C -2.84523 -1.66997 -1.35997
C -3.86976 -2.60241 -1.53406
C -3.29180 -3.85603 -1.29321
C -1.94865 -3.61267 -0.99040
N -1.67098 -2.29744 -1.03277
C -2.14098 2.31021 0.34752
C -1.98655 1.51720 1.47936
C -2.32831 2.01653 2.72866
C -2.82557 3.30496 2.86620
C -2.98268 4.09965 1.73889
C -2.64331 3.60055 0.48986
H -2.46424 2.23532 -1.75844
H -0.76193 2.19897 -1.27817
H -3.73509 0.32869 -1.56889
H -4.89572 -2.38805 -1.79453
H -3.77582 -4.82033 -1.32777
H -1.19283 -4.34908 -0.74732
H -1.56848 0.52302 1.36348
H -2.19433 1.39164 3.60341
H -3.08767 3.68901 3.84467
H -3.37197 5.10664 1.83128
H -2.77160 4.22129 -0.39133
C 1.04969 0.30497 0.02940
C 2.09102 0.85671 0.76247
C 2.39936 0.40531 2.09159
C 3.46367 0.91978 2.79563
C 4.28609 1.92027 2.25944
C 3.98419 2.39826 0.97361
C 2.93388 1.89668 0.24393
H 1.75464 -0.33730 2.55006
H 3.65814 0.54402 3.79582
H 5.11571 2.32444 2.82455
H 4.59257 3.18551 0.53870
H 2.72676 2.28543 -0.74672
```

Values from the calculation:
Relative energy (zero: lowest compared OMol25 entry of this formula, charge and spin) (kJ/mol): 90.2
Calculated total energy (hartree): -1128.47458
Total charge: -1
Gap between HOMO and LUMO (alpha / beta) (eV): 4.6 / 5.9
LUMO level (alpha / beta) (eV): 3.15 / 3.15
Multiplicity: 2

List of Löwdin charges in e, atom by atom: Ru 0.89; N -0.03; C -0.31; C -0.26; N -0.09; H 0.06; H 0.04; H 0.10; H 0.10; H 0.10; H 0.11; H 0.08; H 0.06; C -0.19; N -0.16; C -0.12; C -0.36; C -0.09; C -0.14; C -0.22; N -0.08; C -0.21; C -0.04; C -0.09; C -0.12; C -0.11; C -0.06; H 0.11; H 0.10; H 0.13; H 0.08; H 0.07; H 0.07; H 0.07; H 0.10; H 0.09; H 0.09; H 0.10; C -0.25; C -0.37; C -0.10; C -0.15; C -0.16; C -0.15; C -0.10; H 0.08; H 0.08; H 0.07; H 0.08; H 0.09